(1)
Computed, not measured: C2H5N5O in the gas phase in a non-equilibrium geometry, with the ωB97M-V functional and the def2-TZVPD basis.

The SMILES is [H]/N=c1/[nH]c(=O)[nH]n1N. Its relative energy (zero: lowest compared OMol25 entry of this formula, charge and spin) is 27.4 kcal/mol. Its largest force on an atom is 0.0807 Eh/bohr. As for the orbital gap: 10.57 eV. Its total energy is -11651.3574 eV. The spin multiplicity is 1. The value obtained for the LUMO energy is 0.7 eV.

Each line ends with the Löwdin charge.
Geometry (Å):
H1 -1.942 -0.905 -1.439  0.0264
N1 -1.022 -0.895 -1.833  0.1429
C1 -0.231 -0.248 -1.043  -0.3817
N2 1.134 0.043 -1.101  0.1789
C2 1.638 0.618 -0.001  -0.5326
O1 2.722 1.164 0.073  0.0887
N3 0.653 0.371 1.000  0.1076
N4 -0.664 0.361 0.242  -0.0738
N5 -1.459 -0.557 1.055  -0.0149
H2 1.531 0.059 -2.001  0.1496
H3 0.698 1.145 1.586  0.0999
H4 -0.995 -1.213 1.781  0.1160
H5 -2.064 0.058 1.681  0.0930


(2)
Computed, not measured: a molecular structure, C5H4NO6S in a non-equilibrium geometry, with the ωB97M-V functional and the def2-TZVPD basis.

Its relative energy (zero: lowest compared OMol25 entry of this formula, charge and spin) is 152.4 kcal/mol. Its largest force on an atom is 0.0746 Eh/bohr. As for the orbital gap: 6.83 eV. Its total energy is -29855.6305 eV. The spin multiplicity is 1. The value obtained for the LUMO energy is 3.3 eV. Its net charge is -1.

Each line ends with the Löwdin charge.
Geometry (Å):
C1 -1.939 0.724 -0.067  -0.0305
C2 -1.241 0.023 0.973  -0.0156
C3 -1.109 0.850 -1.146  -0.1495
C4 -0.016 -0.355 0.449  -0.1823
C5 0.898 -1.346 0.906  -0.0354
N1 0.811 -1.940 2.121  -0.5055
O1 1.663 -2.797 2.406  -0.0626
O2 0.497 1.168 -3.145  -0.2856
O3 -0.087 -1.648 2.867  -0.0142
O4 2.375 0.878 -1.507  -0.2607
O5 0.817 2.612 -1.155  -0.2383
O6 0.076 0.124 -0.889  -0.1354
S1 1.086 1.399 -1.826  0.5444
H1 -2.904 1.059 0.103  0.0795
H2 -1.583 -0.353 1.882  0.0727
H3 -1.014 1.289 -2.128  0.0820
H4 1.670 -1.689 0.156  0.1371


(3)
Computed, not measured: a molecular structure, C39H33N6O7Sc, with the ωB97M-V functional and the def2-TZVPD basis.

Its relative energy (zero: lowest compared OMol25 entry of this formula, charge and spin) is 0.0 kcal/mol. Its largest force on an atom is 0.0085 Eh/bohr. As for the orbital gap: 7.19 eV. Its total energy is -84959.8182 eV. The spin multiplicity is 1. The value obtained for the LUMO energy is -0.4 eV.

Each line ends with the Löwdin charge.
Geometry (Å):
Sc1 1.973 -0.227 1.592  1.0853
C1 -0.617 -3.043 -1.218  -0.0554
O1 -1.403 -2.641 -0.102  -0.0997
C2 -0.966 -3.120 1.112  -0.2274
C3 -1.800 -3.935 1.846  -0.0053
C4 -1.434 -4.380 3.118  -0.0937
C5 -0.222 -3.991 3.646  -0.0530
C6 0.634 -3.143 2.932  -0.1304
C7 1.905 -2.748 3.526  -0.0362
N1 2.577 -1.756 3.084  -0.0643
N2 3.818 -1.504 3.656  0.1021
C8 4.486 -0.733 2.851  -0.4417
O2 4.055 -0.333 1.684  -0.1511
C9 5.823 -0.252 3.292  -0.1508
C10 6.243 -0.426 4.609  -0.0257
C11 7.479 0.051 5.011  -0.0810
C12 8.308 0.701 4.105  -0.0931
C13 7.894 0.874 2.793  -0.0846
C14 6.654 0.400 2.388  -0.0341
C15 0.281 -2.704 1.633  -0.2719
O3 1.052 -1.919 0.923  -0.1662
H1 -1.072 -2.583 -2.094  0.0876
H2 -0.642 -4.131 -1.329  0.0972
H3 0.415 -2.705 -1.111  0.0824
H4 -2.753 -4.212 1.411  0.1176
H5 -2.099 -5.022 3.680  0.0972
H6 0.079 -4.327 4.631  0.1098
H7 2.311 -3.325 4.357  0.1348
H8 5.588 -0.929 5.306  0.1084
H9 7.799 -0.081 6.037  0.1009
H10 9.274 1.074 4.423  0.0992
H11 8.536 1.377 2.081  0.0996
H12 6.320 0.526 1.367  0.1088
C16 3.711 3.348 2.858  0.0096
C17 2.392 2.977 2.197  -0.4938
C18 1.662 4.173 1.626  -0.0083
O4 2.648 2.047 1.106  -0.0723
C19 1.530 2.220 3.233  -0.5920
O5 0.734 2.816 3.932  0.0803
O6 1.777 0.952 3.271  -0.1079
H13 4.364 3.851 2.139  0.0969
H14 4.212 2.455 3.239  0.0927
H15 3.533 4.028 3.690  0.1046
H16 2.319 4.728 0.955  0.0888
H17 1.325 4.822 2.431  0.0917
H18 0.787 3.843 1.065  0.0908
H19 3.602 1.912 1.033  0.0910
C20 -7.899 0.204 -8.284  -0.0785
O7 -8.109 0.413 -6.898  -0.0764
C21 -7.021 0.415 -6.090  -0.2805
C22 -7.273 0.628 -4.735  0.0040
C23 -6.229 0.646 -3.835  -0.0257
C24 -4.913 0.449 -4.258  -0.1579
C25 -4.675 0.242 -5.610  -0.0133
C26 -5.714 0.223 -6.529  -0.0070
C27 -3.781 0.455 -3.327  -0.2611
N3 -2.517 0.402 -3.673  0.1928
C28 -1.821 0.417 -2.490  -0.1740
C29 -2.675 0.477 -1.417  -0.1220
N4 -3.934 0.502 -1.966  0.1891
C30 -2.236 0.502 -0.059  -0.0679
C31 -3.068 0.561 1.067  0.0168
C32 -2.508 0.578 2.318  -0.0097
C33 -1.114 0.527 2.436  -0.0680
N5 -0.322 0.447 1.383  0.0908
C34 -0.852 0.442 0.147  -0.1264
C35 0.072 0.353 -0.977  -0.1285
N6 1.386 0.246 -0.698  0.0633
C36 2.245 0.151 -1.693  -0.0930
C37 1.860 0.169 -3.038  -0.0272
C38 0.526 0.267 -3.341  0.0187
C39 -0.402 0.355 -2.295  -0.0765
H20 -8.882 0.241 -8.745  0.0928
H21 -7.447 -0.772 -8.473  0.0958
H22 -7.270 0.988 -8.711  0.0959
H23 -8.294 0.782 -4.414  0.1218
H24 -6.460 0.828 -2.793  0.1054
H25 -3.657 0.091 -5.944  0.1140
H26 -5.494 0.058 -7.572  0.1038
H27 -4.807 0.507 -1.471  0.1470
H28 -4.145 0.593 0.951  0.1160
H29 -3.115 0.630 3.210  0.1147
H30 -0.621 0.567 3.400  0.1190
H31 3.290 0.043 -1.423  0.1238
H32 2.613 0.093 -3.809  0.1093
H33 0.169 0.273 -4.362  0.1212


(4)
Computed, not measured: 2 unconnected molecules or ions with the total composition C4H13NO2, with the ωB97M-V functional and the def2-TZVPD basis.

The SMILES is CCNCCO.O. Its relative energy (zero: lowest compared OMol25 entry of this formula, charge and spin) is 20.2 kcal/mol. Its largest force on an atom is 0.0106 Eh/bohr. As for the orbital gap: 9.63 eV. Its total energy is -9943.3202 eV. The spin multiplicity is 1. The value obtained for the LUMO energy is 0.7 eV.

Each line ends with the Löwdin charge.
Geometry (Å):
C1 -2.035 2.240 -1.642  -0.1049
C2 -0.623 2.659 -1.254  -0.3131
N1 0.305 1.551 -1.258  -0.0921
C3 0.079 0.576 -0.202  -0.2343
C4 1.397 -0.058 0.219  -0.2710
O1 1.178 -1.117 1.138  -0.0719
H1 -2.061 1.635 -2.554  0.0774
H2 -2.502 1.638 -0.860  0.0631
H3 -2.640 3.145 -1.701  0.0686
H4 -0.257 3.402 -1.971  0.1104
H5 -0.676 3.149 -0.274  0.1055
H6 1.255 1.891 -1.223  0.0990
H7 -0.366 1.036 0.689  0.1232
H8 -0.557 -0.236 -0.576  0.1195
H9 1.986 0.685 0.750  0.1188
H10 1.959 -0.415 -0.650  0.1207
H11 0.757 -1.832 0.650  0.0793
O2 -0.266 -4.764 2.418  -0.0648
H12 -0.026 -4.313 3.233  0.0334
H13 0.560 -4.866 1.926  0.0333


(5)
Computed, not measured: C5H8O3S in the gas phase in a non-equilibrium geometry, with the ωB97M-V functional and the def2-TZVPD basis.

Its relative energy (zero: lowest compared OMol25 entry of this formula, charge and spin) is 16.6 kcal/mol. Its largest force on an atom is 0.1116 Eh/bohr. As for the orbital gap (alpha / beta): 8.29 / 6.56 eV. Its total energy is -22285.5538 eV. The spin multiplicity is 3. The expectation value of S² is 2.0078. The value obtained for the LUMO energy (alpha / beta) is 0.7 / -4.3 eV.

Each line ends with the Löwdin charge.
Geometry (Å):
C1 -0.371 0.111 0.759  -0.2012
C2 -0.878 0.042 1.948  0.1108
C3 0.535 -0.439 -0.082  -0.3600
C4 1.778 0.315 -0.388  -0.0392
C5 0.261 -1.744 -0.790  -0.0088
O1 -0.557 2.351 -0.340  -0.2124
O2 -1.556 0.552 -1.729  -0.2571
O3 -2.695 1.291 0.295  -0.2828
S1 -1.475 1.288 -0.495  0.5409
H1 -1.760 0.618 2.316  0.1164
H2 -0.320 -0.422 2.654  0.0611
H3 2.127 0.359 -1.415  0.0966
H4 2.536 0.057 0.292  0.0747
H5 1.488 1.379 -0.246  0.0797
H6 -0.400 -1.260 -1.611  0.1202
H7 -0.011 -2.449 -0.069  0.0621
H8 1.298 -2.050 -1.099  0.0991


(6)
Computed, not measured: 2 unconnected molecules or ions with the total composition C3H10NO2S in a non-equilibrium geometry, with the ωB97M-V functional and the def2-TZVPD basis.

Its relative energy (zero: lowest compared OMol25 entry of this formula, charge and spin) is 20.6 kcal/mol. Its largest force on an atom is 0.0717 Eh/bohr. As for the orbital gap: 6.79 eV. Its total energy is -19693.1829 eV. The spin multiplicity is 1. The value obtained for the LUMO energy is 3.1 eV. Its net charge is -1.

Each line ends with the Löwdin charge.
Geometry (Å):
C1 0.209 -1.110 0.250  -0.3874
O1 -0.429 -1.554 -0.884  -0.3061
C2 0.052 0.531 0.332  -0.4739
C3 -1.313 0.976 0.809  -0.4901
S1 -1.354 2.212 2.238  0.5879
N1 0.372 1.277 -0.862  0.0220
H1 -0.164 -1.419 1.240  0.0828
H2 1.308 -1.163 0.304  0.0840
H3 0.882 0.588 1.062  0.1033
H4 -1.829 0.119 1.270  0.0540
H5 -1.996 1.383 0.068  0.0596
H6 -0.302 1.820 2.981  -0.1806
H7 -0.443 1.368 -1.460  0.0576
H8 0.990 0.703 -1.437  0.0580
H9 0.720 -2.200 -1.485  -0.0004
H10 1.643 -1.313 -2.367  -0.0420
O2 1.654 -2.218 -2.060  -0.2286